w:
C3H10N2 in the gas phase. Source: OMol25; level of theory: wB97M-V/def2-TZVPD.

The geometry in XYZ format:
```
15
Properties=species:S:1:pos:R:3
N -0.16 1.46 -1.97
C -0.73 0.94 -0.73
C 0.29 0.11 0.01
N -0.35 -0.81 1.04
C 0.73 -1.76 1.41
H 0.51 2.17 -1.70
H -0.95 1.92 -2.42
H -1.64 0.32 -0.85
H -1.18 1.74 -0.09
H 1.03 0.66 0.61
H 0.83 -0.46 -0.75
H -1.29 -0.53 0.90
H 1.61 -1.16 1.67
H 0.89 -2.39 0.54
H 0.41 -2.21 2.35
```

LUMO: 1.09 eV
molecular weight: 74.13 g/mol

These are the Mulliken partial charges, in e, on atoms 1 to 4: atom 1 (N): -0.64, atom 2 (C): -0.62, atom 3 (C): -0.52, atom 4 (N): -0.30

x:
A 2-piece molecular cluster, C3H10N2 overall. Source: OMol25; level of theory: wB97M-V/def2-TZVPD.

The geometry in XYZ format:
```
15
Properties=species:S:1:pos:R:3
C -0.23 -0.27 2.07
C -0.11 -1.76 1.74
H 0.61 0.23 1.58
H -0.23 -0.10 3.14
H -1.10 0.18 1.60
H 0.56 -2.24 2.45
H -1.05 -2.30 1.64
H 0.36 -1.92 0.77
N -0.72 1.16 -1.50
C 0.32 1.02 -2.40
N 1.51 1.32 -2.09
H -1.62 1.17 -1.97
H -0.60 1.96 -0.90
H 0.12 0.48 -3.32
H 2.16 1.06 -2.83
```

LUMO: 0.96 eV
molecular weight: 74.13 g/mol

These are the Mulliken partial charges, in e, on atoms 1 to 4: atom 1 (C): -0.73, atom 2 (C): -0.84, atom 3 (H): 0.22, atom 4 (H): 0.32

y:
C3H10N2 in the gas phase. Source: OMol25; level of theory: wB97M-V/def2-TZVPD.

The geometry in XYZ format:
```
15
Properties=species:S:1:pos:R:3
C 0.54 0.43 -1.25
C 0.14 0.42 0.29
C -0.39 -1.04 0.68
N -0.56 -1.16 2.12
N 0.11 1.84 -1.59
H 1.60 0.35 -1.33
H -0.07 -0.35 -1.60
H 0.96 0.61 0.96
H -0.48 1.34 0.59
H 0.31 -1.78 0.47
H -1.34 -1.12 0.19
H 0.33 -1.01 2.61
H -0.79 -2.12 2.35
H -0.84 1.54 -1.85
H 0.48 2.06 -2.63
```

LUMO: 1.07 eV
molecular weight: 74.13 g/mol

These are the Mulliken partial charges, in e, on atoms 1 to 4: atom 1 (C): -0.60, atom 2 (C): -0.48, atom 3 (C): -0.47, atom 4 (N): -0.68

z:
C3H10N2 in the gas phase. Source: OMol25; level of theory: wB97M-V/def2-TZVPD.

The geometry in XYZ format:
```
15
Properties=species:S:1:pos:R:3
C -0.08 -0.90 0.63
C -1.17 -0.68 -0.38
C 1.53 1.00 0.04
N 1.13 -0.41 -0.21
N -1.84 0.62 -0.19
H 1.94 -1.03 -0.17
H -2.75 0.55 0.25
H -1.97 1.09 -1.08
H 0.09 -1.96 0.83
H -0.12 -0.31 1.55
H -1.86 -1.52 -0.44
H 0.28 -0.48 -1.10
H 1.88 1.13 1.06
H 0.64 1.61 -0.12
H 2.30 1.29 -0.67
```

LUMO: 1.04 eV
molecular weight: 74.13 g/mol

These are the Mulliken partial charges, in e, on atoms 1 to 4: atom 1 (C): -0.51, atom 2 (C): -0.71, atom 3 (C): -0.90, atom 4 (N): -0.31

Stability, lowest: z

w:
A 2-piece molecular cluster, C5H16NO overall. Source: OMol25; level of theory: wB97M-V/def2-TZVPD.

The geometry in XYZ format:
```
23
Properties=species:S:1:pos:R:3
C -0.55 -0.98 0.51
C 0.40 -0.19 -0.36
C 0.14 1.32 -0.23
C 1.85 -0.48 0.09
C 2.85 -0.41 -1.11
N -1.98 -0.99 0.01
H -0.57 -0.53 1.52
H -0.26 -2.01 0.76
H 0.20 -0.38 -1.42
H 0.89 1.84 -0.84
H -0.82 1.70 -0.55
H 0.32 1.64 0.80
H 2.18 0.22 0.85
H 1.95 -1.52 0.40
H 2.54 -1.14 -1.87
H 3.00 0.62 -1.40
H 3.77 -0.85 -0.72
H -2.29 -1.98 -0.03
H -2.71 -0.41 0.50
H -2.07 -0.63 -0.96
H -2.20 1.85 1.53
H -3.67 1.98 1.19
O -2.98 1.32 1.33
```

LUMO (alpha / beta): 0.66 / 0.45 eV
molecular weight: 106.19 g/mol
spin multiplicity: 2

These are the Mulliken partial charges, in e, on atoms 1 to 4: atom 1 (C): -1.86, atom 2 (C): 0.41, atom 3 (C): -1.75, atom 4 (C): -0.64

x:
A 2-piece molecular cluster, C5H16NO overall. Source: OMol25; level of theory: wB97M-V/def2-TZVPD.

The geometry in XYZ format:
```
23
Properties=species:S:1:pos:R:3
C 0.61 -1.15 1.17
C -0.12 0.23 1.15
C -1.05 0.41 -0.28
C -2.11 -0.75 -0.28
C -1.60 1.87 -0.41
N 1.47 -1.37 -0.03
H -0.20 -1.88 1.01
H 1.28 -1.33 2.01
H 0.51 1.08 1.06
H -0.81 0.15 2.00
H -0.30 0.11 -1.02
H -2.65 -0.63 -1.25
H -2.84 -0.66 0.56
H -1.63 -1.75 -0.25
H -1.02 2.66 -0.86
H -2.61 1.92 -0.75
H -1.68 2.03 0.68
H 2.00 -0.47 -0.27
H 2.17 -2.10 0.21
H 0.97 -1.84 -0.76
H 2.67 1.56 -1.70
H 3.93 1.09 -0.89
O 3.01 0.82 -1.09
```

LUMO (alpha / beta): 0.62 / 0.38 eV
molecular weight: 106.19 g/mol
spin multiplicity: 2

These are the Mulliken partial charges, in e, on atoms 1 to 4: atom 1 (C): -1.42, atom 2 (C): -1.03, atom 3 (C): 0.36, atom 4 (C): -1.41

Stability, lowest: x

w:
C21H29AsBr2N3OV as an isolated structure. Source: OMol25; level of theory: wB97M-V/def2-TZVPD.

The geometry in XYZ format:
```
58
Properties=species:S:1:pos:R:3
V -0.21 -0.01 0.58
C -2.47 3.49 1.12
C -1.51 2.44 0.68
N -1.45 1.28 1.24
N -2.23 0.94 2.34
C -1.77 -0.22 2.83
O -0.77 -0.87 2.33
C -2.45 -0.77 4.01
C -3.62 -0.20 4.51
C -4.24 -0.76 5.61
C -3.70 -1.88 6.23
C -2.53 -2.45 5.74
C -1.90 -1.90 4.63
C -0.56 2.59 -0.47
C -0.32 3.79 -1.09
C 0.60 3.85 -2.12
C 1.25 2.69 -2.52
C 0.97 1.52 -1.85
N 0.09 1.45 -0.84
H -2.56 3.47 2.21
H -3.47 3.28 0.72
H -2.18 4.49 0.80
H -4.03 0.67 4.03
H -5.15 -0.32 6.00
H -4.18 -2.32 7.09
H -2.10 -3.32 6.22
H -1.00 -2.33 4.23
H -0.83 4.69 -0.77
H 0.81 4.79 -2.62
H 1.97 2.69 -3.33
H 1.45 0.59 -2.12
Br 1.98 1.02 1.89
C 2.94 -0.56 1.34
Br 1.85 -1.60 0.11
H 3.12 -1.17 2.21
H 3.84 -0.26 0.83
C -4.99 -1.27 -0.65
C -3.79 -0.35 -0.46
As -2.07 -1.28 -0.47
C -2.02 -1.90 -2.33
C -0.81 -1.39 -3.10
C -2.48 -2.94 0.46
C -1.23 -3.79 0.65
H -5.90 -0.68 -0.75
H -5.12 -1.93 0.21
H -4.90 -1.89 -1.54
H -3.85 0.20 0.48
H -3.72 0.38 -1.27
H -2.94 -1.57 -2.80
H -2.04 -2.98 -2.30
H -0.80 -0.30 -3.16
H -0.80 -1.77 -4.12
H 0.13 -1.70 -2.64
H -3.23 -3.46 -0.13
H -2.92 -2.68 1.42
H -0.71 -3.97 -0.30
H -1.48 -4.76 1.06
H -0.53 -3.30 1.33
```

LUMO (alpha / beta): -3.38 / -3.48 eV
molecular weight: 625.16 g/mol
spin multiplicity: 4
total charge: +1

These are the Mulliken partial charges, in e, on atoms 1 to 4: atom 1 (V): -0.10, atom 2 (C): -1.72, atom 3 (C): 0.61, atom 4 (N): 1.18

x:
C21H29AsBr2N3OV as an isolated structure. Source: OMol25; level of theory: wB97M-V/def2-TZVPD.

The geometry in XYZ format:
```
58
Properties=species:S:1:pos:R:3
V -0.77 -0.50 -1.23
C -0.27 3.60 -1.71
C -0.80 2.21 -1.53
N -0.03 1.19 -1.22
N 1.31 1.33 -1.11
C 1.87 0.13 -1.23
O 1.13 -0.92 -1.36
C 3.33 0.04 -1.30
C 4.13 1.16 -1.07
C 5.51 1.05 -1.16
C 6.09 -0.16 -1.50
C 5.30 -1.28 -1.73
C 3.92 -1.18 -1.63
C -2.20 1.85 -1.65
C -3.20 2.76 -2.00
C -4.50 2.32 -2.10
C -4.79 0.99 -1.82
C -3.75 0.15 -1.48
N -2.48 0.54 -1.41
H 0.82 3.57 -1.64
H -0.65 4.26 -0.93
H -0.56 4.01 -2.67
H 3.66 2.10 -0.82
H 6.13 1.92 -0.97
H 7.17 -0.24 -1.59
H 5.76 -2.22 -1.99
H 3.29 -2.04 -1.81
H -2.94 3.79 -2.20
H -5.29 3.00 -2.38
H -5.80 0.61 -1.88
H -3.95 -0.90 -1.25
Br -1.68 -2.72 -1.81
C -0.71 -4.39 -1.38
Br 0.97 -4.10 -0.53
H -0.55 -4.90 -2.32
H -1.35 -4.95 -0.71
C 1.88 -1.21 2.01
C 0.88 -0.07 2.11
As -0.79 -0.45 1.15
C -1.42 -2.12 1.99
C -1.39 -2.18 3.51
C -2.01 0.96 1.80
C -1.86 1.40 3.26
H 2.81 -0.95 2.51
H 2.12 -1.45 0.98
H 1.49 -2.12 2.48
H 1.28 0.85 1.68
H 0.63 0.13 3.15
H -0.78 -2.90 1.57
H -2.43 -2.29 1.61
H -0.40 -1.93 3.90
H -1.63 -3.19 3.85
H -2.12 -1.50 3.96
H -3.02 0.60 1.60
H -1.83 1.81 1.14
H -2.08 0.59 3.95
H -2.56 2.21 3.47
H -0.86 1.77 3.45
```

LUMO (alpha / beta): -3.48 / -3.73 eV
molecular weight: 625.16 g/mol
spin multiplicity: 4
total charge: +1

These are the Mulliken partial charges, in e, on atoms 1 to 4: atom 1 (V): 0.47, atom 2 (C): -1.78, atom 3 (C): 0.45, atom 4 (N): 1.22

Stability, lowest: x

w:
A 8-piece molecular cluster, C20H60N12O8 overall. Source: OMol25; level of theory: wB97M-V/def2-TZVPD.

The geometry in XYZ format:
```
100
Properties=species:S:1:pos:R:3
C -0.98 4.22 19.61
O -0.15 4.54 18.77
N -1.81 5.05 20.16
N -1.37 2.99 19.80
H -2.45 4.65 20.83
H -1.66 6.04 20.02
H -1.04 2.20 19.27
H -2.32 2.91 20.14
C 2.21 -3.00 14.28
O 1.95 -4.00 13.55
N 1.32 -2.11 14.69
N 3.42 -2.74 14.79
H 1.79 -1.25 14.94
H 0.33 -2.17 14.50
H 4.10 -3.47 14.64
H 3.50 -2.04 15.51
C 4.27 0.83 11.96
O 4.70 0.43 10.90
N 3.28 1.68 12.05
N 4.92 0.65 13.07
H 3.12 2.06 12.97
H 2.69 1.93 11.28
H 5.82 0.19 13.09
H 4.57 1.10 13.90
C 4.32 2.91 15.74
O 3.68 2.27 14.95
N 4.58 4.23 15.76
N 4.87 2.48 16.84
H 4.03 4.86 15.20
H 4.83 4.50 16.71
H 5.49 3.10 17.33
H 4.78 1.49 17.06
C 0.38 0.20 17.10
C 1.78 0.40 17.48
C 2.12 0.01 18.94
O 3.49 0.32 19.18
C 4.11 -0.50 20.16
N 2.67 -0.18 16.52
H -0.28 0.83 17.70
H 0.16 -0.86 17.20
H 0.30 0.55 16.07
H 1.92 1.48 17.43
H 1.95 -1.06 19.04
H 1.50 0.47 19.70
H 3.97 -1.51 19.77
H 3.62 -0.54 21.14
H 5.19 -0.40 20.06
H 2.88 0.57 15.88
H 3.55 -0.32 17.00
C -2.47 2.71 16.32
C -3.86 3.22 15.80
C -3.76 4.29 14.66
O -5.00 4.79 14.07
C -4.84 5.26 12.67
N -4.58 2.12 15.36
H -2.55 1.87 17.01
H -1.89 3.51 16.78
H -1.77 2.43 15.53
H -4.43 3.58 16.66
H -3.12 3.88 13.87
H -3.29 5.11 15.20
H -5.79 5.51 12.19
H -4.36 4.52 12.03
H -4.25 6.17 12.81
H -5.15 2.64 14.71
H -4.07 1.53 14.71
C 3.76 -6.80 18.65
C 3.98 -5.36 18.17
C 3.15 -4.39 19.11
O 1.81 -4.81 19.24
C 1.00 -4.45 18.14
N 5.37 -5.03 18.17
H 2.84 -7.17 18.20
H 3.76 -6.84 19.74
H 4.60 -7.37 18.26
H 3.73 -5.23 17.12
H 3.17 -3.37 18.73
H 3.56 -4.28 20.12
H 1.31 -4.64 17.12
H 0.56 -3.45 18.15
H 0.13 -5.09 18.31
H 5.73 -5.18 19.10
H 5.68 -4.12 17.85
C -2.53 -1.08 22.80
C -1.74 -2.19 22.06
C -1.24 -1.83 20.61
O -2.29 -1.40 19.78
C -2.44 -2.03 18.51
N -0.60 -2.68 22.87
H -2.78 -0.30 22.08
H -1.80 -0.75 23.54
H -3.42 -1.36 23.35
H -2.35 -3.09 21.96
H -0.68 -2.66 20.18
H -0.63 -0.93 20.64
H -3.08 -1.42 17.87
H -2.96 -2.98 18.64
H -1.50 -2.18 17.98
H 0.01 -1.88 22.91
H -0.82 -2.82 23.85
```

LUMO: 0.06 eV
molecular weight: 596.78 g/mol

These are the Mulliken partial charges, in e, on atoms 1 to 4: atom 1 (C): 0.76, atom 2 (O): -0.66, atom 3 (N): -0.44, atom 4 (N): -0.33

x:
A 8-piece molecular cluster, C20H60N12O8 overall. Source: OMol25; level of theory: wB97M-V/def2-TZVPD.

The geometry in XYZ format:
```
100
Properties=species:S:1:pos:R:3
C -6.43 7.41 16.40
O -7.55 7.81 16.30
N -5.43 8.02 15.93
N -5.98 6.30 16.91
H -5.45 8.67 15.16
H -4.56 7.57 16.17
H -6.57 5.68 17.45
H -5.01 6.02 16.84
C -2.13 6.27 16.16
O -3.25 6.10 15.86
N -1.70 6.75 17.30
N -1.23 6.11 15.30
H -2.39 7.25 17.84
H -0.77 6.92 17.65
H -0.32 6.53 15.47
H -1.44 5.51 14.52
C -0.12 4.89 20.45
O 0.46 4.40 19.48
N 0.34 5.93 21.10
N -1.26 4.45 20.90
H 1.23 6.39 20.93
H -0.17 6.30 21.89
H -1.46 4.35 21.88
H -1.75 3.77 20.33
C -10.35 5.04 21.31
O -10.82 3.94 21.17
N -9.74 5.37 22.38
N -10.40 6.04 20.50
H -9.50 4.58 22.96
H -9.33 6.29 22.39
H -9.89 6.89 20.67
H -11.00 5.90 19.70
C -3.88 8.71 21.36
C -3.50 7.86 20.20
C -4.10 6.43 20.18
O -5.54 6.49 20.21
C -6.05 5.26 20.72
N -3.75 8.46 18.87
H -4.00 8.19 22.31
H -4.78 9.31 21.21
H -3.01 9.33 21.58
H -2.42 7.73 20.24
H -3.59 5.81 20.91
H -3.89 5.86 19.28
H -7.12 5.47 20.73
H -5.71 4.95 21.71
H -5.85 4.49 19.98
H -3.98 9.44 18.90
H -4.67 8.14 18.60
C -6.40 6.67 24.21
C -7.13 7.88 23.80
C -6.49 9.23 24.08
O -6.67 9.53 25.46
C -6.00 10.73 25.90
N -7.43 7.50 22.38
H -5.37 6.78 23.86
H -6.76 5.72 23.82
H -6.25 6.55 25.29
H -8.01 7.91 24.44
H -6.80 10.01 23.39
H -5.42 9.18 23.89
H -6.19 11.67 25.39
H -4.95 10.46 26.03
H -6.21 11.01 26.93
H -6.71 7.71 21.71
H -8.14 8.16 22.11
C -6.21 11.68 19.69
C -5.25 11.86 18.52
C -5.08 13.38 18.18
O -6.34 14.07 17.86
C -7.13 13.74 16.68
N -4.01 11.27 18.74
H -5.97 12.27 20.57
H -6.17 10.66 20.08
H -7.23 11.97 19.45
H -5.78 11.42 17.68
H -4.43 13.36 17.31
H -4.66 13.84 19.07
H -6.64 14.14 15.79
H -8.13 14.17 16.61
H -7.31 12.67 16.56
H -3.78 11.34 19.72
H -3.27 11.75 18.25
C -2.00 2.76 15.90
C -2.09 3.01 17.36
C -3.37 2.23 17.86
O -3.37 2.37 19.30
C -4.50 1.85 20.04
N -0.94 2.31 17.94
H -1.96 1.74 15.54
H -1.15 3.32 15.50
H -2.88 3.14 15.38
H -2.10 4.08 17.57
H -3.26 1.17 17.64
H -4.29 2.69 17.49
H -5.45 1.92 19.51
H -4.65 2.51 20.90
H -4.29 0.83 20.37
H -0.26 2.99 18.25
H -1.29 1.87 18.78
```

LUMO: 0.04 eV
molecular weight: 596.78 g/mol

These are the Mulliken partial charges, in e, on atoms 1 to 4: atom 1 (C): 0.53, atom 2 (O): -0.75, atom 3 (N): -0.15, atom 4 (N): -0.09

Stability, lowest: x